Entry 1:
The following is a DFT calculation (ωB97M-V with the def2-TZVPD basis set) of C2H3O6PS as an isolated structure.

## Properties
- HOMO-LUMO gap: 7.875 eV
- Total charge: -2
- Spin multiplicity: 1
- HOMO level: -1.417 eV

XYZ file:
```
13
Properties=species:S:1:pos:R:3:forces:R:3:lowdin_charge:R:1
C 2.0962 -0.1474 -0.2097 -0.067 -1.360 0.240 -0.0876
C 0.9911 0.0732 0.4773 -0.664 -0.426 0.417 -0.2536
O -0.0239 2.4908 1.0870 -0.414 -1.522 -0.589 -0.4334
O -1.5622 0.6880 0.1611 0.107 -0.968 -0.609 -0.3575
O 0.2405 1.9405 -1.3140 0.279 0.406 -3.924 -0.3382
O -1.2607 -1.6203 1.1761 0.413 1.365 -0.399 -0.4112
O -3.1322 -1.1633 -0.2039 -0.587 1.217 -0.006 -0.4016
O -1.0138 -1.4034 -1.2248 1.095 1.069 -0.460 -0.3581
P -0.0812 1.4211 -0.0151 0.226 1.946 4.870 0.1867
S -1.7040 -0.9146 -0.0524 -2.129 -3.385 0.974 0.3320
H 2.7537 -0.9650 0.0834 0.134 0.026 -0.111 0.0262
H 2.1354 0.1987 -1.2209 0.573 0.828 -0.293 0.0322
H 0.5612 -0.5983 1.2558 1.034 0.804 -0.109 0.0641
```
Forces are in eV/Å.

---

Entry 2:
The following is a DFT calculation (ωB97M-V with the def2-TZVPD basis set) of C7H10N4O as an isolated structure.

## Properties
- HOMO-LUMO gap: 10.072 eV
- Spin multiplicity: 1
- HOMO level: -9.274 eV

XYZ file:
```
22
Properties=species:S:1:pos:R:3:forces:R:3:lowdin_charge:R:1
C 0.9894 2.5331 2.7253 -1.310 -0.265 -2.241 -0.1398
C 0.5101 2.6356 1.4072 1.351 -2.736 3.825 -0.0331
C -1.7395 -0.6995 0.0444 0.115 0.576 0.614 -0.0408
C -0.1549 -0.7958 -0.1477 -2.565 0.523 2.653 -0.2715
C -0.4184 0.7929 -0.1604 1.170 -0.603 3.384 -0.3756
C -0.0336 1.6417 -1.2977 1.529 -3.706 -3.617 -0.0146
C 0.0597 -2.7967 -1.3068 -2.156 0.120 3.687 -0.0559
N 0.7197 1.3260 3.2080 0.190 -0.368 1.573 -0.0222
N 0.1262 0.5983 2.3464 0.304 1.126 -2.303 0.0441
N -1.8255 0.5695 0.1077 -0.330 0.392 -0.801 0.1223
N 0.0993 1.3912 1.2121 -1.761 -2.118 -2.731 -0.0491
O 0.3468 -1.3781 -1.2338 0.954 -1.853 -1.688 -0.1264
H 1.6400 3.1324 3.2175 1.316 2.099 1.575 0.0568
H 0.5731 3.3482 0.6894 0.153 1.864 -1.829 0.0802
H -2.6553 -1.1947 0.3704 0.449 -1.079 -0.444 0.1105
H 0.2685 -1.2055 0.8181 -0.135 0.718 -0.915 0.1444
H -0.2354 2.6202 -1.1448 -0.793 3.089 0.373 0.0278
H -0.5664 1.2741 -2.2661 0.532 0.669 1.834 0.1354
H 1.0548 1.5130 -1.6119 -1.183 0.206 0.861 0.1234
H 0.7268 -3.2686 -1.9374 1.074 -0.588 -1.762 0.0515
H -1.0298 -2.9322 -1.5237 0.931 0.070 -0.431 0.0974
H 0.1547 -3.4191 -0.2862 0.164 1.865 -1.618 0.1352
```
Forces are in eV/Å.

---

Entry 3:
The following is a DFT calculation (ωB97M-V with the def2-TZVPD basis set) of a 2-piece molecular cluster, C3H11NOS2 overall.

## Properties
- HOMO-LUMO gap: 9.355 eV
- Spin multiplicity: 1
- SMILES: CNCCSS.O
- HOMO level: -8.847 eV

XYZ file:
```
18
Properties=species:S:1:pos:R:3:forces:R:3:lowdin_charge:R:1
C -2.2943 1.2805 0.5627 0.369 -0.327 -0.064 -0.1196
N -1.4868 0.1241 0.9405 -0.304 0.253 0.253 -0.1401
C -0.9767 -0.6888 -0.1330 -0.310 -0.601 -0.207 -0.3480
C 0.1805 -1.5668 0.3138 0.019 0.411 -0.305 -0.5309
S 1.6403 -0.5784 0.8178 0.079 -0.081 -0.249 0.4325
S 3.1258 -1.2844 -0.4460 -0.347 0.300 0.283 0.3527
H -2.1416 1.5124 -0.4898 -0.131 0.028 -0.269 0.0676
H -3.3587 1.1047 0.7384 0.059 0.156 0.000 0.0725
H -1.9436 2.1576 1.1014 -0.276 0.090 0.225 0.0756
H -0.8138 0.3767 1.6454 0.275 -0.098 -0.212 0.0750
H -0.7052 -0.1215 -1.0388 0.211 0.188 0.204 0.1048
H -1.7703 -1.3797 -0.4766 0.116 0.194 0.111 0.1198
H -0.1409 -2.2132 1.1231 0.089 -0.082 0.217 0.0720
H 0.5247 -2.1708 -0.5185 -0.048 -0.167 -0.035 0.0487
H 3.5124 -2.2574 0.3762 0.201 -0.301 0.046 -0.2061
O 2.5344 1.7039 -1.6404 -0.196 0.075 -0.058 -0.0966
H 2.4137 2.6542 -1.5618 0.117 0.089 -0.037 0.0351
H 1.7000 1.3470 -1.3144 0.076 -0.128 0.099 -0.0150
```
Forces are in eV/Å.

---

Entry 4:
The following is a DFT calculation (ωB97M-V with the def2-TZVPD basis set) of C19H14BrCl2N3O4Se3TeW as an isolated structure.

## Properties
- HOMO-LUMO gap (alpha / beta): 6.346 / 6.035 eV
- Spin multiplicity: 3
- HOMO level (alpha / beta): -7.858 / -8.284 eV

XYZ file:
```
48
Properties=species:S:1:pos:R:3:forces:R:3:mulliken_spin:R:1
W -0.5149 -0.6030 0.6109 0.426 -0.316 -0.975 0.0220
O 3.3010 0.8266 0.9055 0.021 -0.105 0.005 -0.0011
C 2.2164 0.8688 1.4047 -0.062 0.171 0.021 0.0020
N 0.9995 0.8369 0.5921 -0.027 -0.495 0.158 0.0025
C 0.9903 1.9361 -0.2364 -0.045 0.097 -0.013 0.0004
O 1.7735 2.8581 -0.2057 -0.021 -0.030 0.036 0.0000
C -0.1340 1.9213 -1.2009 0.039 0.019 0.168 -0.0016
C -0.2360 2.9160 -2.1486 -0.001 0.040 -0.029 0.0008
C -1.3404 2.9256 -2.9789 -0.007 -0.029 0.007 0.0043
C -2.2987 1.9476 -2.7863 -0.009 0.022 -0.032 0.0046
C -2.1164 0.9849 -1.8104 0.057 -0.058 -0.053 -0.0259
N -1.0275 0.9450 -1.0303 -0.072 0.052 -0.009 0.0019
C 1.9872 1.1047 2.8684 0.094 -0.086 -0.093 0.0010
C 3.0595 1.2723 3.7338 0.032 -0.009 0.009 0.0034
C 2.7728 1.4929 5.0715 -0.102 -0.016 -0.027 -0.0019
C 1.4426 1.5339 5.4772 0.087 0.007 -0.012 0.0010
C 0.4487 1.3424 4.5268 0.151 -0.011 0.127 -0.0020
N 0.7250 1.1315 3.2483 -0.381 0.138 0.001 -0.0011
H 0.5509 3.6546 -2.1906 0.006 0.003 0.002 0.0000
H -1.4563 3.6806 -3.7450 -0.005 -0.004 0.009 0.0001
H -3.1953 1.9040 -3.3881 0.000 -0.010 0.004 0.0052
H -2.8553 0.2212 -1.6631 -0.022 -0.043 0.012 -0.0117
H 4.0692 1.2273 3.3505 0.004 0.008 0.016 -0.0003
H 3.5715 1.6299 5.7890 -0.009 0.011 -0.007 -0.0001
H 1.1798 1.7098 6.5119 0.011 -0.015 -0.010 0.0002
H -0.6004 1.3440 4.8000 0.001 0.013 -0.007 0.0005
Se -1.0709 -3.4322 1.1343 -0.096 0.176 -0.695 0.5531
Se -0.7518 -4.0931 3.2235 0.140 0.037 0.402 0.3050
Te 1.0887 -2.4132 3.8838 0.054 0.015 -0.052 0.0590
Se 1.6879 -1.9447 1.5524 -0.479 0.233 0.095 0.0012
O -1.7513 0.5614 1.5045 -0.055 0.134 0.208 0.0073
O -1.4237 -0.6121 2.2704 0.150 0.026 0.214 0.0025
Cl -2.6398 -1.5102 -0.2896 0.266 0.047 0.203 0.0483
C -5.4649 -0.9640 -2.3621 -0.034 -0.007 0.051 0.8553
Cl -4.4541 -0.9561 -3.7204 -0.009 -0.003 -0.025 0.1085
H -5.9857 -0.0558 -2.1114 0.017 -0.010 -0.027 0.0135
H -5.5289 -1.8726 -1.7891 0.023 0.014 -0.012 0.0252
Br 2.5353 -3.3449 -5.0149 -0.009 0.004 0.005 -0.0001
C 1.6723 -2.6235 -3.4897 -0.026 0.037 0.051 -0.0013
C 2.3355 -1.7046 -2.6955 -0.005 -0.017 0.020 0.0032
C 1.6945 -1.1834 -1.5788 0.053 0.001 -0.196 -0.0042
C 0.3832 -1.5450 -1.2354 -0.223 0.113 0.690 -0.0028
C -0.2402 -2.4796 -2.0571 -0.017 -0.164 -0.240 0.0205
C 0.3853 -3.0193 -3.1753 0.000 -0.005 0.010 -0.0027
H 3.3450 -1.3971 -2.9338 -0.006 -0.013 -0.006 0.0001
H 2.2524 -0.4782 -0.9802 0.072 0.033 0.018 -0.0004
H -1.2497 -2.8037 -1.8489 0.003 -0.005 -0.021 0.0043
H -0.1321 -3.7408 -3.7934 0.015 0.001 -0.002 0.0001
```
Forces are in eV/Å.

---

Entry 5:
The following is a DFT calculation (ωB97M-V with the def2-TZVPD basis set) of a 9-piece molecular cluster, C27H27F9O27 overall.

## Properties
- HOMO-LUMO gap: 10.869 eV
- Spin multiplicity: 1
- SMILES: O=C1OC[C@@H](F)O1.O=C1OC[C@@H](F)O1.O=C1OC[C@@H](F)O1.O=C1OC[C@@H](F)O1.O=C1OC[C@@H](F)O1.O=C1OC[C@@H](F)O1.O=C1OC[C@@H](F)O1.O=C1OC[C@@H](F)O1.O=C1OC[C@@H](F)O1
- HOMO level: -10.983 eV

XYZ file:
```
90
Properties=species:S:1:pos:R:3:forces:R:3:lowdin_charge:R:1
O -15.4451 -20.8142 -7.8980 -0.217 1.426 -1.883 0.1551
C -14.8483 -20.4690 -8.8930 -1.102 -4.166 0.319 -0.5814
O -13.6288 -20.0969 -8.8833 4.582 2.020 -0.715 0.0886
C -12.9705 -20.1785 -10.2132 -0.974 1.489 0.453 0.0160
C -14.1527 -20.3883 -11.1782 -0.262 -0.620 2.856 -0.2848
F -13.8255 -21.4029 -11.9674 0.029 -1.309 -1.057 0.0755
O -15.1168 -20.8734 -10.1903 -1.675 0.871 -1.299 0.0916
H -12.4123 -19.2578 -10.3829 -0.114 -0.019 0.230 0.1318
H -12.2923 -21.0259 -10.3144 -0.271 -0.125 0.488 0.1391
H -14.5648 -19.6315 -11.8457 0.011 0.426 0.617 0.1683
O -1.6684 -22.7752 -1.1414 -1.017 1.608 1.148 0.1507
C -2.3901 -21.8211 -0.9611 -0.099 -1.592 -0.972 -0.5433
O -3.1457 -21.4970 0.1120 1.336 -2.919 1.482 0.0472
C -3.6251 -20.2053 0.0546 -0.570 0.159 -1.173 -0.0696
C -3.7970 -20.0965 -1.5021 2.167 0.113 2.164 -0.2521
F -3.3907 -18.8998 -1.8968 -0.372 1.548 -0.838 0.0821
O -2.7100 -20.9716 -1.9418 -1.645 0.721 -0.636 0.1299
H -4.5602 -20.1567 0.6125 0.088 0.100 -0.108 0.1386
H -2.8511 -19.5806 0.5005 -0.273 0.690 -0.409 0.1429
H -4.8240 -20.3032 -1.8031 0.364 -0.458 -0.721 0.1740
O -4.2264 -23.2638 -5.6639 2.481 -4.392 0.751 0.0934
C -3.5886 -24.3380 -5.5027 -3.546 3.645 -1.336 -0.5062
O -2.2800 -24.4225 -5.3135 0.629 1.237 0.844 0.0875
C -1.9819 -25.7286 -4.8605 1.690 0.075 -0.043 -0.0615
C -2.9356 -26.4635 -5.6910 -2.222 0.691 -0.295 -0.3369
F -3.3447 -27.5756 -5.1401 -0.016 -2.190 0.252 0.1240
O -4.1202 -25.5969 -5.6136 1.084 1.195 -0.139 0.1124
H -0.9307 -25.9287 -5.0683 -0.112 -0.004 -0.139 0.1515
H -2.1422 -25.8923 -3.7949 -0.336 0.266 0.029 0.1571
H -2.7158 -26.5302 -6.7565 0.327 -0.490 0.044 0.1791
O -5.1447 -17.4302 -10.6706 -1.217 0.446 0.922 0.2078
C -4.0171 -17.7199 -10.6362 3.409 -0.730 -1.655 -0.5217
O -3.0478 -17.4748 -9.7048 0.187 0.535 1.279 0.0739
C -1.7453 -17.8933 -10.1125 0.014 -1.910 -2.799 -0.0445
C -2.0839 -18.7632 -11.3541 -1.489 1.232 -0.585 -0.3486
F -2.2845 -20.0514 -11.1296 0.760 -2.321 1.033 0.0885
O -3.3679 -18.3228 -11.7002 -0.804 0.882 -0.236 0.1010
H -1.0686 -17.2001 -10.6121 -0.498 1.268 0.897 0.1348
H -1.1318 -18.5288 -9.4739 -0.741 0.358 0.896 0.1420
H -1.4726 -18.6773 -12.2525 0.357 0.246 0.294 0.1665
O -13.9902 -15.7907 -4.6721 1.365 1.079 1.270 0.1671
C -13.2658 -15.0922 -4.0058 0.071 -1.686 -0.222 -0.5494
O -12.1698 -15.4496 -3.2911 -0.105 -1.948 -0.028 0.0754
C -11.6146 -14.3285 -2.6060 1.639 -3.295 0.387 -0.0898
C -12.1700 -13.2232 -3.3061 -1.693 0.493 0.658 -0.3428
F -11.3659 -12.8366 -4.2982 0.108 0.732 -1.015 0.1092
O -13.3905 -13.7943 -3.8056 -0.539 3.591 -0.417 0.1518
H -11.8580 -14.3257 -1.5435 -0.059 -0.270 -0.046 0.1508
H -10.5444 -14.4249 -2.7889 0.082 0.264 0.466 0.1527
H -12.2884 -12.4810 -2.5166 -0.851 1.024 -1.041 0.1756
O -10.5056 -14.0508 3.1967 3.188 0.081 -0.950 0.1277
C -9.3493 -14.1725 2.7858 -4.107 1.092 3.433 -0.5604
O -9.0163 -14.9956 1.8541 1.412 -1.544 -1.909 0.1352
C -7.6748 -14.7015 1.5111 1.429 -1.341 -2.720 -0.0623
C -7.1390 -13.7407 2.4976 -1.928 -3.636 2.395 -0.4306
F -7.0253 -12.6292 1.9522 2.384 6.251 -3.168 0.1742
O -8.2616 -13.5561 3.3097 -1.080 -0.415 1.917 0.1511
H -6.9620 -15.5007 1.3082 -0.797 -1.048 0.772 0.1417
H -7.6433 -14.2454 0.5216 -0.431 0.509 0.023 0.1444
H -6.2555 -14.0396 3.0618 -0.063 0.054 0.170 0.1786
O -9.0289 -25.1186 -6.6022 -0.217 0.940 0.375 0.1992
C -8.2818 -25.2476 -7.4960 0.778 -1.689 -1.934 -0.5140
O -7.8162 -26.5118 -7.8619 -1.292 0.093 2.615 0.0272
C -7.0931 -26.5270 -9.0206 0.986 0.635 -0.314 -0.0937
C -6.6531 -25.0302 -9.0967 -2.070 0.330 -0.112 -0.2474
F -6.7610 -24.5751 -10.3327 0.271 0.347 -1.918 0.0768
O -7.7901 -24.3592 -8.4169 0.981 -1.012 1.179 0.1079
H -6.3227 -27.2954 -8.9562 0.401 0.417 0.163 0.1345
H -7.7575 -26.8664 -9.8152 0.127 0.714 -0.602 0.1402
H -5.7226 -24.6063 -8.7191 0.050 -0.724 0.609 0.1681
O -7.3676 -17.4442 -3.4769 -0.398 -0.640 -0.337 0.1482
C -7.8673 -18.0566 -4.3763 0.603 0.510 0.673 -0.5406
O -7.9327 -19.4083 -4.4921 0.581 1.159 0.846 0.0700
C -8.6614 -19.6989 -5.6663 0.960 -1.280 -0.410 -0.0429
C -8.5526 -18.4308 -6.4630 0.319 1.008 1.158 -0.3709
F -9.6816 -18.0328 -6.9644 -2.731 -0.273 -2.767 0.1236
O -8.4120 -17.4759 -5.4672 1.646 0.852 2.064 0.1289
H -8.0811 -20.4726 -6.1690 -0.708 -0.485 0.062 0.1460
H -9.6641 -19.9531 -5.3229 -0.145 -0.098 -0.821 0.1574
H -7.7138 -18.2591 -7.1375 -0.085 -0.748 -0.474 0.1799
O -2.6607 -12.0094 -6.6601 -1.418 -1.409 1.306 0.1375
C -3.4697 -12.8035 -6.2019 3.667 2.342 -3.466 -0.5965
O -3.4906 -14.0757 -6.5390 -0.408 -1.892 0.957 0.0908
C -4.7205 -14.6617 -5.9492 1.252 0.390 -1.036 0.0163
C -5.0852 -13.5621 -4.9891 -2.556 -1.298 -0.295 -0.3966
F -4.5767 -13.7742 -3.7747 0.435 -0.696 1.599 0.1038
O -4.5045 -12.4711 -5.4842 -0.562 2.833 0.478 0.1802
H -5.3375 -14.7322 -6.8450 -0.613 -0.315 0.576 0.1458
H -4.5491 -15.6020 -5.4252 0.212 0.051 -0.353 0.1437
H -6.1597 -13.3927 -4.9204 -0.032 -0.053 0.245 0.1758
```
Forces are in eV/Å.

---

Entry 6:
The following is a DFT calculation (ωB97M-V with the def2-TZVPD basis set) of the molecule CHBrOS2.

## Properties
- HOMO-LUMO gap: 7.261 eV
- Spin multiplicity: 1
- SMILES: S=C(S)OBr
- HOMO level: -9.089 eV

XYZ file:
```
6
Properties=species:S:1:pos:R:3:forces:R:3:lowdin_charge:R:1
S -0.9717 -1.9402 -0.1605 1.157 2.622 0.602 0.6069
C -0.1239 -0.4629 -0.0193 -0.378 -1.655 -0.919 -1.2712
S -0.6956 1.2122 -0.1367 -0.029 -0.562 0.520 0.7144
O 1.2166 -0.6178 -0.0135 0.165 0.459 -0.033 -0.6690
Br 2.4411 0.8453 -0.1435 -0.914 -0.743 0.118 0.7234
H -1.8664 0.9635 0.4735 -0.001 -0.122 -0.288 -0.1045
```
Forces are in eV/Å.

---

Calculated ΔE to the lowest compared entry with this formula, charge and spin in order - 1.1 120.0 12.4 0.0 167.0 55.7 kcal per mole
Calculated energy in order - -1269.0906 -566.8360 -1047.2477 -12231.3978 -3975.2479 -3484.2496 hartree